Computed, not measured: a 2-piece molecular cluster, C4H12OS overall at a distorted geometry, with ωB97M-V/def2-TZVPD.

As for the total energy: -17224.138 eV. The largest force on an atom is 0.0679 hartree/bohr. Its HOMO-LUMO gap is 9.90 eV. The SMILES is CCO.CCS.

The geometry in XYZ format:
```
18
C4H12OS (ωB97M-V/def2-TZVPD)
C 1.30893 -1.04831 -0.38470
C 2.54076 -0.63228 0.36080
O 3.48229 -0.03857 -0.46105
H 1.59945 -1.76915 -1.15899
H 0.60051 -1.46605 0.38155
H 0.86285 -0.01550 -0.94867
H 2.99181 -1.57191 0.85528
H 2.29200 -0.00685 1.18857
H 4.23246 0.30217 0.00142
C -2.43413 0.36659 -0.92386
C -2.14375 1.31669 0.25889
S -2.45824 0.58752 2.01852
H -3.43434 0.06088 -0.80250
H -1.65514 -0.38061 -0.88993
H -2.35839 0.82699 -1.92271
H -1.10290 1.62524 0.22722
H -2.75144 2.26684 0.22747
H -1.57273 -0.42367 1.97270
```